No. 1
{
  "formula": "C3H7NO2S",
  "method": "ωB97M-V/def2-TZVPD",
  "de_lowest_kcal_mol": 33.8,
  "smiles": "N[C@H](CS)C(=O)O",
  "gap_ev": 10.03,
  "fmax_ha_per_bohr": 0.07988,
  "charge": 0,
  "symbols": ["N", "C", "C", "S", "C", "O", "O", "H", "H", "H", "H", "H", "H", "H"],
  "coordinates": [[1.36734, 0.60639, 1.79331], [0.26191, 0.52669, 0.81297], [-0.27593, -1.00758, 0.84334], [-1.68804, -1.29701, -0.29820], [0.65978, 0.69513, -0.68675], [1.72268, 0.32655, -1.18112], [-0.11519, 1.65706, -1.27684], [1.34637, -0.23385, 2.43353], [1.38295, 1.43809, 2.35461], [-0.50224, 1.26475, 1.05229], [-0.68109, -0.96831, 1.85945], [0.57754, -1.60718, 0.56584], [-1.81208, -2.64012, -0.13678], [0.39130, 2.09968, -2.06465]]
}



No. 2
{
  "formula": "C30H28N2O6PtS",
  "method": "ωB97M-V/def2-TZVPD",
  "de_lowest_kcal_mol": 6.1,
  "s2": 2.01,
  "multiplicity": 3,
  "gap_ev": [7.91, 7.23],
  "fmax_ha_per_bohr": 0.00676,
  "charge": 0,
  "symbols": ["Pt", "O", "C", "C", "O", "O", "C", "C", "C", "C", "C", "C", "C", "C", "C", "C", "C", "C", "H", "H", "H", "H", "H", "H", "H", "H", "H", "H", "H", "C", "N", "C", "C", "C", "C", "C", "C", "C", "C", "H", "H", "H", "H", "H", "H", "H", "H", "H", "H", "H", "H", "H", "O", "C", "N", "S", "O", "O", "C", "C", "C", "C", "C", "C", "H", "H", "H", "H"],
  "coordinates": [[-0.70642, 0.21508, 0.48452], [1.17367, -0.84974, -0.30198], [2.16988, -0.92305, 0.76720], [1.46864, -0.90948, 2.16173], [2.15775, -1.14440, 3.13551], [0.19492, -0.71922, 2.18678], [3.06594, 0.29481, 0.61577], [3.04214, 1.05476, -0.54838], [3.84015, 2.18325, -0.67105], [4.68193, 2.55772, 0.36443], [4.72581, 1.78833, 1.51860], [3.92589, 0.66300, 1.64652], [2.88252, -2.25338, 0.57659], [2.22992, -3.41999, 0.97422], [2.79809, -4.65854, 0.72339], [4.02609, -4.74413, 0.08121], [4.67961, -3.58642, -0.31330], [4.10769, -2.34474, -0.07156], [0.86495, -1.75401, -0.45787], [2.38255, 0.77452, -1.35733], [3.79675, 2.77243, -1.57866], [5.30107, 3.44117, 0.27319], [5.38434, 2.06722, 2.33157], [3.94730, 0.07021, 2.55106], [1.27742, -3.36136, 1.49208], [2.28465, -5.55679, 1.04073], [4.47380, -5.71164, -0.10659], [5.63894, -3.64703, -0.81111], [4.62204, -1.44361, -0.37912], [-2.81411, 2.99656, -0.28291], [-2.24491, 2.51741, -1.57556], [-2.79156, 3.31281, -2.69513], [-0.70506, 2.43100, -1.66452], [0.03454, 2.91523, -0.45382], [0.55113, 4.20875, -0.42038], [1.21866, 4.65861, 0.70741], [1.35065, 3.81120, 1.80224], [0.83231, 2.52324, 1.76699], [0.17734, 2.04169, 0.63299], [-3.89632, 2.92298, -0.36727], [-2.50485, 4.02215, -0.09940], [-2.46223, 2.35507, 0.52049], [-2.58775, 1.52428, -1.64827], [-2.41945, 4.33293, -2.61472], [-3.87758, 3.31052, -2.64426], [-2.47054, 2.87380, -3.63658], [-0.42599, 2.97557, -2.56525], [-0.50383, 1.36825, -1.82728], [0.45353, 4.85654, -1.28666], [1.64092, 5.65483, 0.73092], [1.87395, 4.15343, 2.68670], [0.95571, 1.87250, 2.62589], [-3.37775, 0.02077, -1.41061], [-3.25877, -0.97730, -0.68334], [-2.26902, -1.19834, 0.19694], [-2.52310, -2.55351, 1.12932], [-2.87289, -2.17108, 2.46218], [-1.45484, -3.48410, 0.91367], [-3.97506, -3.04610, 0.25144], [-4.74895, -4.17595, 0.41603], [-5.86156, -4.30627, -0.40676], [-6.17561, -3.32980, -1.34977], [-5.38332, -2.19851, -1.49494], [-4.27312, -2.07539, -0.68025], [-4.49980, -4.92658, 1.15377], [-6.49360, -5.17954, -0.31317], [-7.04715, -3.45871, -1.97799], [-5.60807, -1.43386, -2.22629]]
}